Molecular formula: C54H125N7O22S5
Method: DFT, ωB97M-V with the def2-TZVPD basis set

Last column: Mulliken charge in e.
CARTESIAN COORDINATES (ANGSTROEM)
C (-3.4470, 6.5403, -5.7978)  -2.12
C (-3.2444, 5.6403, -4.5960)  2.00
C (-3.9930, 6.2289, -3.4694)  -1.59
C (-3.8582, 4.2907, -5.0008)  -1.57
C (-3.5533, 3.1680, -4.0619)  0.18
C (-2.0250, 3.0266, -4.0150)  -0.60
C (-1.2740, 4.2898, -3.5699)  2.27
C (-1.4213, 4.5237, -2.0409)  -0.65
C (0.2484, 4.0740, -3.8266)  -2.21
N (-1.8126, 5.3971, -4.3770)  0.20
O (-1.0243, 6.5462, -4.3028)  -0.50
H (-3.0174, 6.0000, -6.6414)  0.48
H (-4.4907, 6.7616, -6.0210)  0.38
H (-2.8809, 7.4672, -5.8902)  0.32
H (-5.0713, 6.3117, -3.6056)  0.39
H (-3.7541, 5.7567, -2.5164)  0.16
H (-3.7012, 7.2682, -3.3182)  0.45
H (-4.9465, 4.3154, -5.0552)  0.48
H (-3.6192, 4.1107, -6.0490)  0.34
H (-3.9955, 3.4447, -3.1048)  -0.59
H (-4.0510, 2.2650, -4.4155)  0.65
H (-1.7140, 2.6763, -4.9992)  -0.06
H (-1.8255, 2.1645, -3.3786)  0.15
H (-2.4344, 4.4652, -1.6432)  -0.63
H (-1.1541, 5.5490, -1.7851)  0.43
H (-0.8056, 3.9057, -1.3873)  0.05
H (0.5603, 3.1750, -3.2950)  0.31
H (0.8838, 4.9234, -3.5758)  0.35
H (0.4247, 3.9313, -4.8928)  0.49
H (-1.2773, 6.8956, -3.4452)  0.40
C (-0.8070, -2.5166, -8.7620)  -1.72
C (0.2055, -1.6468, -7.9391)  1.12
C (1.5235, -1.6613, -8.7569)  -1.89
C (-0.2782, -0.1121, -7.8343)  -1.19
C (-1.4934, 0.0329, -6.8624)  -0.71
C (-1.1564, -0.5980, -5.4621)  -1.44
C (-0.7008, -2.1237, -5.5392)  2.14
C (-0.0539, -2.4050, -4.1419)  -1.81
C (-1.9231, -2.9822, -5.6376)  -2.02
N (0.4503, -2.1638, -6.5590)  0.91
O (1.0701, -3.3947, -6.6051)  -0.54
H (-0.6801, -2.2374, -9.8079)  0.46
H (-0.6038, -3.5866, -8.7183)  0.37
H (-1.8647, -2.4145, -8.5194)  0.31
H (2.3378, -1.2918, -8.1337)  0.39
H (1.8107, -2.6051, -9.2206)  0.34
H (1.3963, -0.9124, -9.5386)  0.47
H (0.4446, 0.6069, -7.4487)  0.28
H (-0.5168, 0.0939, -8.8777)  0.55
H (-1.7296, 1.0818, -6.6831)  0.25
H (-2.3657, -0.4465, -7.3066)  0.38
H (-2.0033, -0.5092, -4.7817)  0.62
H (-0.4910, 0.0409, -4.8815)  0.48
H (-0.6788, -1.9270, -3.3875)  0.26
H (0.8928, -1.8755, -4.0352)  -0.08
H (0.1504, -3.4594, -3.9559)  0.64
H (-2.5025, -3.0447, -4.7164)  0.37
H (-1.6643, -4.0151, -5.8704)  0.49
H (-2.6251, -2.7299, -6.4323)  0.35
H (1.9403, -3.1193, -6.3075)  0.34
C (3.4613, -1.6780, 0.7898)  -2.07
C (2.0932, -1.4785, 1.4492)  2.87
C (1.6326, -2.8117, 2.0663)  -1.00
C (2.2985, -0.4779, 2.6343)  -0.25
C (0.9768, 0.0663, 3.1020)  -0.89
C (0.2117, 0.7992, 1.9697)  1.29
C (0.0123, -0.0710, 0.7046)  2.20
C (-1.1382, -1.0474, 0.9347)  -0.72
C (-0.3416, 1.0287, -0.4351)  -1.59
N (1.2268, -0.8009, 0.3529)  0.42
O (1.2138, -1.4538, -0.8973)  0.42
H (3.3813, -2.4012, -0.0218)  0.32
H (3.8316, -0.7463, 0.3621)  0.33
H (4.1921, -2.1288, 1.4613)  0.19
H (2.4565, -3.4279, 2.4263)  0.01
H (0.9519, -2.6779, 2.9071)  0.25
H (1.1713, -3.3640, 1.2476)  -0.31
H (2.9304, -0.9169, 3.4064)  -0.52
H (2.8043, 0.4135, 2.2634)  -0.35
H (0.3727, -0.7126, 3.5674)  0.09
H (1.1496, 0.8489, 3.8408)  0.67
H (0.7379, 1.7328, 1.7709)  -0.91
H (-0.7644, 0.9601, 2.4274)  -0.89
H (-2.1023, -0.5521, 0.8191)  -0.26
H (-1.0913, -1.4462, 1.9480)  0.17
H (-1.2996, -1.9155, 0.2956)  -0.08
H (-0.5770, 0.4598, -1.3346)  0.35
H (0.4955, 1.6580, -0.7375)  0.25
H (-1.2632, 1.5541, -0.1849)  -0.11
H (0.4040, -1.9663, -0.8404)  -0.02
C (3.8940, 3.2503, -1.0330)  -1.33
C (3.7088, 3.3533, 0.4333)  0.10
O (2.3055, 3.6080, 0.6099)  0.00
S (1.7776, 4.4225, 1.9437)  1.05
C (2.0894, 6.1191, 1.2994)  -1.06
O (0.3038, 4.3211, 2.0551)  -0.49
O (2.6600, 4.1471, 3.1227)  -0.58
H (3.4788, 2.3635, -1.5117)  0.18
H (4.9288, 3.2506, -1.3756)  0.48
H (3.3932, 4.0794, -1.5329)  0.27
H (3.9721, 2.4405, 0.9676)  -0.13
H (4.3134, 4.0977, 0.9514)  0.53
H (3.0726, 6.0110, 0.8416)  0.42
H (2.0565, 6.7865, 2.1606)  0.40
H (1.2882, 6.4296, 0.6287)  0.26
C (-7.8100, 4.9676, 0.4625)  -1.36
C (-6.4069, 4.7073, -0.1079)  -0.03
O (-5.7326, 4.0868, 0.9564)  -0.31
S (-4.5002, 2.9912, 0.7749)  1.24
C (-3.1031, 4.0347, 1.2261)  -0.80
O (-4.6486, 1.9863, 1.8005)  -0.60
O (-4.3063, 2.6483, -0.6732)  -0.50
H (-8.2370, 4.1198, 0.9982)  0.34
H (-8.5399, 5.1609, -0.3237)  0.38
H (-7.7693, 5.7511, 1.2192)  0.32
H (-6.3826, 4.0752, -0.9955)  0.29
H (-5.9536, 5.6489, -0.4175)  0.25
H (-3.4300, 4.3738, 2.2090)  0.42
H (-3.1147, 4.9095, 0.5758)  0.37
H (-2.1185, 3.5705, 1.2830)  -0.03
C (-4.9137, -4.7045, 3.0133)  -1.02
C (-5.8858, -3.7774, 2.2668)  -0.29
O (-5.3721, -3.6968, 0.8948)  -0.20
S (-6.1519, -2.5839, -0.1429)  1.19
C (-5.1126, -1.1083, 0.3263)  -0.56
O (-5.7669, -2.9299, -1.5085)  -0.59
O (-7.5886, -2.4191, 0.1946)  -0.61
H (-3.8889, -4.3382, 2.9517)  0.13
H (-4.9870, -5.6815, 2.5357)  0.29
H (-5.1907, -4.6960, 4.0675)  0.44
H (-6.9346, -4.0630, 2.1860)  0.36
H (-5.8906, -2.7903, 2.7291)  0.31
H (-4.0766, -1.4372, 0.2446)  -0.11
H (-5.3200, -0.8070, 1.3531)  0.29
H (-5.3926, -0.2331, -0.2601)  0.47
C (0.2375, -6.3686, 4.3662)  -1.21
C (1.7011, -5.8173, 4.3721)  -0.18
O (2.4022, -6.0841, 3.1246)  -0.22
S (4.1224, -6.0970, 3.2301)  1.03
C (4.4212, -6.6611, 1.5619)  -0.95
O (4.4999, -4.6910, 3.4950)  -0.34
O (4.4248, -7.2325, 4.1109)  -0.60
H (-0.0711, -6.5111, 5.4018)  0.44
H (0.1379, -7.3373, 3.8766)  0.36
H (-0.5529, -5.7449, 3.9488)  0.06
H (1.5334, -4.7614, 4.5842)  0.14
H (2.3323, -6.0763, 5.2222)  0.62
H (4.0194, -5.8980, 0.8954)  0.26
H (3.9001, -7.5879, 1.3216)  0.32
H (5.4990, -6.7473, 1.4234)  0.39
C (5.2727, 1.8304, 4.6641)  -0.48
C (5.3403, 2.2611, 6.1446)  -0.54
O (5.0084, 1.1507, 6.9507)  -0.27
S (3.8367, 1.3271, 8.1171)  1.20
C (2.4071, 1.8664, 7.1642)  -0.86
O (3.5059, 0.0150, 8.7511)  -0.59
O (4.3652, 2.4534, 8.9347)  -0.66
H (5.6512, 0.8086, 4.6924)  0.05
H (5.9509, 2.3909, 4.0206)  0.46
H (4.2690, 1.8486, 4.2396)  -0.01
H (6.3036, 2.6308, 6.4959)  0.35
H (4.7520, 3.1526, 6.3618)  0.41
H (1.5472, 1.9642, 7.8269)  0.53
H (2.1854, 1.1583, 6.3657)  0.03
H (2.4839, 2.8779, 6.7654)  0.44
C (5.1337, -2.1835, 5.2980)  -1.13
N (5.3338, -3.1193, 6.4250)  0.19
C (4.9041, -2.4772, 7.6453)  -0.60
C (5.7433, -4.4056, 6.3579)  0.03
O (5.7034, -5.1564, 7.3087)  -0.63
H (5.2854, -2.5714, 4.2907)  0.39
H (5.7797, -1.3221, 5.4675)  0.44
H (4.1373, -1.7447, 5.3490)  0.25
H (5.7014, -2.0639, 8.2629)  0.30
H (4.3571, -1.5938, 7.3159)  -0.09
H (4.2478, -3.0855, 8.2677)  0.32
H (6.2469, -4.7126, 5.4282)  0.45
C (4.9237, -2.0411, -3.1929)  -0.77
N (4.8226, -0.6689, -3.6364)  0.30
C (3.5417, -0.2220, -4.0694)  -0.59
C (5.9194, 0.1043, -3.6494)  0.07
O (5.9593, 1.2830, -3.9885)  -0.60
H (5.7706, -2.3546, -2.5826)  0.39
H (4.8622, -2.7285, -4.0366)  0.32
H (4.1105, -2.3501, -2.5361)  0.08
H (2.7734, -0.5483, -3.3684)  -0.33
H (3.5323, 0.8679, -4.0641)  0.37
H (3.1996, -0.6466, -5.0132)  0.41
H (6.8258, -0.4845, -3.4401)  0.37
C (-3.1941, 1.1399, 4.0777)  -0.88
N (-2.1546, 1.7190, 4.9478)  0.33
C (-1.5667, 2.9903, 4.5427)  -0.99
C (-1.9025, 1.1564, 6.2217)  0.09
O (-1.2135, 1.6258, 7.0497)  -0.51
H (-2.8821, 0.7064, 3.1275)  0.12
H (-3.9667, 1.8981, 3.9498)  0.36
H (-3.5946, 0.2465, 4.5568)  0.32
H (-2.2873, 3.8043, 4.6216)  0.43
H (-0.7082, 3.2614, 5.1571)  0.19
H (-1.1535, 2.9854, 3.5341)  0.25
H (-2.5491, 0.2918, 6.4375)  0.34
C (-1.1172, -6.5039, 1.1538)  -0.94
N (-1.2516, -5.2936, 0.3729)  0.46
C (-2.6287, -4.7583, 0.2113)  -0.80
C (-0.2582, -4.7469, -0.3369)  -0.39
O (-0.3514, -3.9036, -1.2232)  -0.62
H (-1.4038, -6.3653, 2.1962)  0.11
H (-0.1032, -6.9003, 1.2062)  0.38
H (-1.8196, -7.2019, 0.6982)  0.37
H (-2.9116, -4.2896, 1.1539)  -0.10
H (-2.5878, -4.0646, -0.6285)  0.15
H (-3.3700, -5.5352, 0.0239)  0.52
H (0.7191, -5.2395, -0.2170)  0.54

Cartesian forces, eV/Å:
C 0.973 0.097 -1.602
C -0.170 -0.648 -1.078
C -0.104 1.276 2.136
C -1.025 0.091 -0.616
C 0.844 0.546 -0.226
C -0.760 -1.061 0.463
C 0.113 -0.301 0.559
C -0.461 0.609 0.359
C -0.650 0.268 -0.709
N 0.413 -1.059 -1.166
O -0.436 0.106 0.402
H -0.295 -0.172 -0.315
H -0.062 -0.193 0.239
H -0.064 0.201 0.951
H -0.012 -0.473 -0.175
H -0.396 -0.272 0.029
H 0.252 0.279 -0.039
H -0.281 0.797 0.160
H 0.650 -0.422 0.082
H 0.189 -0.319 0.298
H 0.203 -0.179 0.137
H 0.256 0.429 -0.228
H 0.503 0.159 0.468
H -0.205 -0.476 -0.358
H 0.398 0.282 -0.143
H 0.161 -0.301 -0.349
H 0.066 0.062 0.069
H -0.239 0.016 0.433
H -0.130 -0.206 -0.110
H 0.317 0.749 0.401
C 0.117 0.492 -0.050
C -0.374 0.018 0.310
C -0.255 0.711 0.592
C -0.864 -1.766 0.716
C 0.839 -0.750 0.411
C -0.209 -0.376 -0.948
C 1.678 2.336 1.192
C 0.220 0.488 -0.749
C -0.593 -1.434 -1.215
N -2.177 2.238 0.185
O 0.415 -1.023 0.056
H -0.169 0.041 -0.139
H 0.388 0.047 0.294
H 0.071 0.323 0.207
H 0.143 -0.092 0.077
H -0.246 -0.081 0.245
H 0.068 -0.111 -0.237
H 0.679 -0.467 -0.316
H -0.241 0.573 0.109
H -0.065 0.084 -0.272
H -0.141 -0.022 0.155
H -0.648 -0.499 -0.309
H 0.984 -0.131 -0.523
H -0.272 -0.587 0.201
H 0.177 0.033 -0.315
H -0.385 0.054 0.138
H 0.249 0.376 0.173
H 0.289 -0.190 0.075
H 0.037 0.431 -0.037
H 0.305 -0.640 0.044
C -0.170 -0.563 -0.411
C 0.589 0.929 -0.120
C -0.363 0.039 -0.922
C -0.492 0.443 -1.523
C -0.229 0.451 0.170
C 0.569 -1.853 0.838
C -0.050 1.310 -1.255
C -1.239 0.114 0.285
C 0.000 -2.463 0.009
N 2.085 0.986 1.968
O -0.354 0.407 1.040
H -0.145 0.040 -0.220
H 0.029 0.036 0.115
H -0.014 0.292 0.360
H 0.217 0.253 -0.022
H -0.264 -0.034 -0.199
H -0.311 -0.291 0.253
H -0.176 -0.208 0.039
H 0.540 -0.041 -0.253
H -0.206 0.022 0.046
H -0.006 -0.136 0.443
H -0.237 -0.094 -0.273
H -0.186 0.568 -0.453
H -0.123 0.418 0.319
H 0.014 -0.003 0.150
H 0.837 -0.038 -0.490
H -0.136 -0.048 -0.233
H 0.018 0.164 0.642
H 0.225 0.291 0.247
H -0.270 -0.944 -0.622
C 0.319 0.145 -1.586
C 0.435 -0.654 0.975
O -1.736 0.503 1.906
S -0.013 0.889 0.784
C -0.071 -1.057 0.967
O 2.955 -0.612 -0.330
O -2.165 0.357 -3.037
H -0.262 -0.237 0.528
H 0.169 0.148 0.378
H 0.096 0.218 0.052
H -0.211 -0.277 -0.114
H -0.061 0.491 -0.370
H -0.123 0.598 -0.029
H 0.379 -0.083 -0.008
H 0.208 -0.494 -0.190
C -0.122 -0.268 -0.193
C -1.350 0.107 -0.710
O 2.338 -1.920 1.033
S 1.206 0.621 -2.877
C -1.204 0.463 0.561
O -0.557 0.731 -1.293
O -1.175 0.474 3.431
H 0.447 -0.388 -0.140
H 0.169 0.524 -0.024
H -0.067 0.287 -0.335
H -0.258 -0.217 0.092
H 0.327 0.098 0.318
H 0.387 0.087 0.195
H 0.100 -0.217 -0.164
H -0.315 -0.362 -0.236
C -0.990 0.468 -0.490
C 0.548 0.383 -0.506
O -1.497 1.364 -1.141
S -0.059 0.392 0.060
C -1.111 -0.649 0.347
O -0.540 0.075 2.245
O 3.300 -0.532 -0.286
H -0.133 0.082 -0.105
H 0.173 -0.170 0.441
H -0.059 -0.427 -0.035
H 0.167 -0.534 0.349
H 0.170 0.222 -0.086
H -0.195 0.135 -0.322
H -0.083 -0.371 0.123
H 0.188 -0.364 -0.464
C 0.778 -0.756 0.363
C -0.967 0.646 0.146
O 1.539 0.269 0.169
S -2.671 -0.455 1.690
C -0.192 0.943 -0.373
O -0.176 -3.097 -0.748
O 0.182 2.461 -1.143
H 0.167 -0.081 0.138
H 0.267 -0.104 0.045
H 0.618 0.512 -0.253
H 0.520 0.530 -0.787
H -0.267 -0.973 -0.045
H 0.173 0.148 0.022
H 0.123 -0.018 0.647
H -0.087 -0.029 0.137
C 0.602 -0.233 0.892
C 0.224 1.503 -0.655
O -1.971 -1.534 1.474
S 1.158 0.593 1.881
C -0.324 0.267 0.128
O 1.220 3.422 -2.055
O -1.624 -2.468 -1.483
H -0.129 -0.122 -0.407
H -0.106 0.235 0.140
H -0.020 0.030 0.182
H 0.474 -0.502 -0.443
H -0.685 -0.247 -0.038
H 0.112 -0.553 0.279
H 0.135 -0.084 0.184
H 0.716 -0.132 -0.098
C 0.598 -0.096 0.196
N -0.435 0.890 -1.168
C -0.570 0.395 0.296
C 0.527 0.302 0.280
O -0.084 -0.337 0.325
H 0.184 -0.360 0.332
H 0.306 0.011 -0.192
H -0.297 -0.368 -0.054
H 0.359 -0.379 -0.024
H -0.181 -0.256 0.411
H 0.153 -0.149 -0.118
H -0.445 0.238 -0.249
C -0.570 -1.211 0.050
N 0.635 -0.942 0.856
C -1.113 0.477 0.479
C 0.245 0.955 -1.035
O -0.070 -0.750 0.472
H 0.571 0.818 -0.370
H 0.119 -0.077 -0.213
H -0.516 0.536 -0.061
H 0.039 0.007 0.360
H 0.025 -0.102 -0.399
H 0.414 0.159 -0.408
H 0.078 0.173 0.372
C 0.294 -0.033 1.128
N 0.438 -1.260 0.551
C 0.354 -0.068 0.199
C -2.539 0.354 -3.206
O 2.210 1.128 1.861
H 0.532 0.729 -0.241
H -0.065 -0.372 -0.228
H -0.309 0.220 0.483
H -0.188 0.065 -0.017
H -0.193 -0.258 0.351
H -0.308 -0.319 -0.146
H 0.066 -0.305 -0.390
C -0.319 0.039 0.105
N -0.813 0.562 -0.009
C 1.024 -0.138 0.324
C 0.557 -0.780 -1.352
O -0.426 0.379 0.742
H -0.258 0.216 -0.103
H 0.024 0.132 -0.477
H 0.253 -0.500 0.193
H -0.019 0.277 -0.303
H -0.255 0.072 0.234
H 0.250 -0.197 -0.165
H -0.023 -0.095 0.558

Summary:
net charge	0
HOMO energy	-8.23	eV
E_LUMO	-0.11	eV
calculated total energy	-6161.647960	Ha
SMILES	CC1(C)CCCC(C)(C)N1O.CC1(C)CCCC(C)(C)N1O.CC1(C)CCCC(C)(C)N1O.CCOS(C)(=O)=O.CCOS(C)(=O)=O.CCOS(C)(=O)=O.CCOS(C)(=O)=O.CCOS(C)(=O)=O.CN(C)C=O.CN(C)C=O.CN(C)C=O.CN(C)C=O